DFT (ωB97M-V/def2-TZVPD) results for one molecule with the formula C9H16N2O at a distorted geometry.

## Properties
DFT total energy, Ha: -537.06742
Spin multiplicity: 1
LUMO level (spin up / spin down), eV: 0.61 / 0.61
ΔE to the lowest compared entry with this formula, charge and spin, eV: 6.435

Last column: Löwdin charge in e.
Positions of all 28 atoms, in Å:
C: 0.105072 -1.058933 -0.053744  -0.234
C: 0.625364 -0.835044 1.130678  -0.008
C: 1.514852 1.276940 0.107595  -0.284
C: 0.461214 -2.916142 2.419952  -0.056
C: -1.363748 -1.020373 2.616157  -0.076
C: -1.047307 2.137655 -1.460302  -0.044
C: 0.278884 1.411382 -3.402742  -0.056
C: 0.164103 -1.337720 2.459986  -0.420
C: 0.396501 1.931348 -1.913631  -0.292
N: 0.335873 -0.295296 -1.173339  -0.034
N: 1.059785 0.891446 -0.993331  -0.054
O: 1.878940 2.262365 0.618219  0.138
H: -0.486422 -1.878125 -0.309168  0.099
H: 1.548370 -3.040235 2.565727  0.074
H: 0.039553 -3.261088 1.476194  0.066
H: 0.135012 -3.308800 3.397383  0.070
H: -1.921593 -1.449086 1.756273  0.078
H: -1.469355 0.158766 2.570464  0.116
H: -1.612412 -1.363212 3.561882  0.031
H: -1.059905 3.013077 -0.774295  0.097
H: -1.257195 1.364980 -0.749306  0.068
H: -1.784095 2.210707 -2.186306  0.052
H: 1.290971 1.478771 -3.945435  0.099
H: -0.449109 2.074404 -3.894510  0.076
H: -0.062405 0.402335 -3.253530  0.049
H: 0.762379 -0.722102 3.165113  0.127
H: 1.079162 2.824476 -1.895768  0.150
H: 0.837509 -0.952494 -1.840216  0.168

Forces on atoms 1 to 3 (eV/Å):
0.97 0.21 2.14
0.28 2.84 -1.34
-0.60 -2.05 4.54